[1]
Formula: H2N2O4S
Source: the OMol25 dataset
Level of theory: wB97M-V/def2-TZVPD

## Properties
Kohn-Sham gap = 9.90 eV
ΔE to the lowest compared entry with this formula, charge and spin = 101.5 kcal per mole

Geometry as XYZ:
```
9
Properties=species:S:1:pos:R:3:mulliken_charge:R:1
N -1.9910 0.3180 0.4601 0.04
N -1.2968 -0.8251 0.5230 -0.25
O -1.3890 1.1981 -0.2045 -0.34
O 1.7130 1.3691 -0.3611 -0.30
O 0.6692 -1.9252 -0.3680 -0.43
O 0.9227 0.4408 0.3278 -0.14
S -0.0837 -0.5182 -0.5696 0.63
H 1.1237 2.1014 -0.3421 0.35
H 0.3320 -2.1589 0.5343 0.43
```

[2]
Formula: H2N3O2
Source: the OMol25 dataset
Level of theory: wB97M-V/def2-TZVPD

## Properties
SMILES string = NN=[N+]([O-])[O-]
Kohn-Sham gap = 8.45 eV
Total charge = -1
ΔE to the lowest compared entry with this formula, charge and spin = 43.0 kcal per mole

Geometry as XYZ:
```
7
Properties=species:S:1:pos:R:3:mulliken_charge:R:1
N -0.1047 -0.9112 0.0206 -0.55
N 1.1551 -0.4310 -0.4100 -0.53
N -0.9541 0.0422 0.0454 1.13
O -0.6069 1.2423 0.0498 -0.80
O -2.1714 -0.2660 0.2030 -0.78
H 1.7445 -0.3789 0.5492 0.21
H 0.9375 0.7026 -0.4580 0.32
```

[3]
Formula: H2N3O3S
Source: the OMol25 dataset
Level of theory: wB97M-V/def2-TZVPD

## Properties
Kohn-Sham gap = 8.85 eV
Total charge = -1
ΔE to the lowest compared entry with this formula, charge and spin = 26.5 kcal per mole

Geometry as XYZ:
```
9
Properties=species:S:1:pos:R:3:mulliken_charge:R:1
N -3.6139 -0.5289 1.5186 0.16
N -3.4395 -1.2801 2.3106 -0.17
N -1.9432 -0.1973 -0.2586 -0.48
O -1.0304 2.0059 0.5777 -0.68
O -0.1472 0.9481 -1.4456 -0.67
O -2.2816 1.9951 -1.4546 -0.68
S -1.3096 1.3196 -0.7051 1.07
H -0.9973 -0.3958 0.0605 0.21
H -2.4852 -0.8917 -0.7721 0.23
```

[4]
Formula: H2N3O7S2
Source: the OMol25 dataset
Level of theory: wB97M-V/def2-TZVPD

## Properties
Kohn-Sham gap = 9.41 eV
Total charge = -1
ΔE to the lowest compared entry with this formula, charge and spin = 14.8 kcal per mole

Geometry as XYZ:
```
14
Properties=species:S:1:pos:R:3:mulliken_charge:R:1
N -0.3009 -0.5226 0.0805 -0.53
N 1.2871 1.3009 -1.1885 -0.53
N 0.9275 2.1878 -0.3286 1.22
O 0.7827 1.8488 0.8137 -0.68
O 4.1118 0.5674 1.3168 -0.61
O 0.6189 3.3129 -0.7214 -0.72
O 1.2123 -1.0928 -1.7138 -0.61
O 2.1109 -0.5907 0.5772 -0.26
O 4.3520 -1.5981 0.2900 -0.60
O 3.8198 0.3519 -1.0577 -0.55
S 1.2211 -0.2289 -0.5958 1.29
S 3.7998 -0.2816 0.1973 1.12
H -0.5380 -0.2487 1.0150 0.26
H -1.0490 -0.5143 -0.5069 0.20
```

[5]
Formula: H2N4O2
Source: the OMol25 dataset
Level of theory: wB97M-V/def2-TZVPD

## Properties
SMILES string = [H]/N=N/N=N\OO
Kohn-Sham gap = 8.46 eV
ΔE to the lowest compared entry with this formula, charge and spin = 157.4 kcal per mole

Geometry as XYZ:
```
8
Properties=species:S:1:pos:R:3:mulliken_charge:R:1
N -1.5218 -1.4725 -1.3189 -0.55
N -0.6572 -0.9589 -0.6016 0.43
N -0.2831 -0.8382 0.5217 0.33
N 0.2196 -0.0234 1.3919 -0.35
O 1.3080 1.7244 0.2975 -0.35
O 0.1805 1.3336 1.1441 -0.10
H -1.2048 -2.1003 -2.1369 0.27
H 1.9587 2.3352 0.7022 0.32
```

[6]
Formula: H2N4O4
Source: the OMol25 dataset
Level of theory: wB97M-V/def2-TZVPD

## Properties
Kohn-Sham gap (spin up / spin down) = 9.62 / 9.62 eV
ΔE to the lowest compared entry with this formula, charge and spin = 36.3 kcal per mole

Geometry as XYZ:
```
10
Properties=species:S:1:pos:R:3:mulliken_charge:R:1
N 2.5312 -0.1971 0.1463 -0.32
N -1.1143 -0.5844 0.4755 -0.45
N -2.3688 0.0918 -0.0093 1.02
N -0.0297 -0.1420 0.0484 0.94
O -2.7713 -0.2644 -1.0772 -0.46
O 1.4462 -0.9975 0.5438 -0.28
O -2.7613 0.7848 0.8696 -0.48
O 0.2737 0.6003 -0.8345 -0.59
H 2.4091 0.0929 -0.8738 0.32
H 2.3851 0.6157 0.7112 0.31
```

[7]
Formula: H2N5O2
Source: the OMol25 dataset
Level of theory: wB97M-V/def2-TZVPD

## Properties
Spin multiplicity = 3
Kohn-Sham gap (spin up / spin down) = 4.14 / 6.77 eV
Total charge = -1
⟨S²⟩ = 2.009
ΔE to the lowest compared entry with this formula, charge and spin = 0.0 kcal per mole

Geometry as XYZ:
```
9
Properties=species:S:1:pos:R:3:mulliken_charge:R:1
N 2.3749 -0.0600 0.9117 -0.24
N 0.2534 0.2026 -0.2588 -0.71
N -0.6626 -0.7390 -0.2987 0.45
N 3.2541 -0.3377 0.2875 0.69
N -1.5905 -0.9583 0.6826 -0.54
O 4.1188 -0.5465 -0.4984 -0.57
O -2.2641 -2.0032 0.4337 -0.60
H 0.4489 0.6241 0.6507 0.30
H -0.6393 -1.3741 -1.1380 0.22
```

[8]
Formula: H2NO2P
Source: the OMol25 dataset
Level of theory: wB97M-V/def2-TZVPD

## Properties
Kohn-Sham gap (spin up / spin down) = 7.75 / 7.90 eV
ΔE to the lowest compared entry with this formula, charge and spin = 127.1 kcal per mole

Geometry as XYZ:
```
6
Properties=species:S:1:pos:R:3:mulliken_charge:R:1
N 0.3885 -0.9526 0.1718 0.52
O 0.9843 -0.9931 1.2090 -0.40
O 0.3553 -1.7461 -0.7125 -0.43
P -1.0070 1.0825 0.1879 0.14
H 0.2066 1.4728 0.4517 0.08
H -0.9278 1.1365 -1.3080 0.10
```

[9]
Formula: H2NO2P
Source: the OMol25 dataset
Level of theory: wB97M-V/def2-TZVPD

## Properties
Kohn-Sham gap (spin up / spin down) = 8.51 / 8.51 eV
ΔE to the lowest compared entry with this formula, charge and spin = 113.0 kcal per mole

Geometry as XYZ:
```
6
Properties=species:S:1:pos:R:3:mulliken_charge:R:1
N 1.0458 0.1101 0.0324 0.59
O 1.2678 1.1052 0.6445 -0.44
O 1.7093 -0.5720 -0.6742 -0.43
P -1.1220 -0.7195 0.3489 0.11
H -1.5879 0.5532 0.6669 0.08
H -1.3130 -0.4770 -1.0185 0.08
```

[10]
Formula: H2NO2P
Source: the OMol25 dataset
Level of theory: wB97M-V/def2-TZVPD

## Properties
SMILES string = O=NOP
Kohn-Sham gap = 8.09 eV
ΔE to the lowest compared entry with this formula, charge and spin = 94.0 kcal per mole

Geometry as XYZ:
```
6
Properties=species:S:1:pos:R:3:mulliken_charge:R:1
N -0.2942 -1.5045 2.8010 0.43
O 0.4581 -2.2008 3.2985 -0.13
O 0.3134 -1.0373 1.2860 -0.37
P -0.6042 -0.3310 0.1798 0.03
H -0.0725 0.9714 0.2850 0.02
H 0.2915 -0.6642 -0.8576 0.03
```

[11]
Formula: H2NO4P
Source: the OMol25 dataset
Level of theory: wB97M-V/def2-TZVPD

## Properties
SMILES string = [H]/P=N\OOOO
Kohn-Sham gap = 9.35 eV
ΔE to the lowest compared entry with this formula, charge and spin = 234.9 kcal per mole

Geometry as XYZ:
```
8
Properties=species:S:1:pos:R:3:mulliken_charge:R:1
N -1.6026 -0.5278 -0.4907 -0.02
O 2.2365 0.3057 -0.3775 -0.32
O -0.3999 -0.9877 -0.1280 -0.12
O 1.5779 -0.5124 0.6477 -0.12
O 0.3567 -0.0870 0.7727 0.06
P -2.5045 0.7696 -0.1265 0.10
H 1.9191 -0.1327 -1.1980 0.36
H -1.5833 1.1723 0.9004 0.06
```

[12]
Formula: H2NO4PS
Source: the OMol25 dataset
Level of theory: wB97M-V/def2-TZVPD

## Properties
SMILES string = NSOP(=O)([O-])[O-]
Kohn-Sham gap = 5.67 eV
Total charge = -2
ΔE to the lowest compared entry with this formula, charge and spin = 0.0 kcal per mole

Geometry as XYZ:
```
9
Properties=species:S:1:pos:R:3:mulliken_charge:R:1
N -0.2245 0.4818 0.6019 -0.80
O 0.7014 -3.6700 0.7223 -0.80
O 0.3318 -3.1129 -1.7222 -0.81
O 1.3374 -1.3835 -0.1469 -0.81
O -1.2407 -1.9458 0.0441 -0.43
P 0.4387 -2.5907 -0.2950 0.91
S -1.4310 -0.6032 1.0846 -0.04
H -0.3653 0.4035 -0.4294 0.30
H 0.6803 -0.1807 0.6649 0.47
```

[13]
Formula: H2NO4PS
Source: the OMol25 dataset
Level of theory: wB97M-V/def2-TZVPD

## Properties
Kohn-Sham gap = 7.53 eV
ΔE to the lowest compared entry with this formula, charge and spin = 21.9 kcal per mole

Geometry as XYZ:
```
9
Properties=species:S:1:pos:R:3:mulliken_charge:R:1
N -0.4420 -1.5710 -0.9025 -0.40
O 2.2520 1.2585 1.4971 -0.50
O -0.1863 1.4978 2.4442 -0.51
O -0.9995 1.1234 -1.9647 -0.39
O 0.1892 -0.4684 -0.3056 -0.19
P 0.8246 1.4653 1.3792 0.85
S -0.8428 0.8526 -0.5598 0.64
H 0.1383 -2.0698 -1.5070 0.21
H -0.9334 -2.0884 -0.0808 0.28
```

[14]
Formula: H2NOP
Source: the OMol25 dataset
Level of theory: wB97M-V/def2-TZVPD

## Properties
Kohn-Sham gap (spin up / spin down) = 9.71 / 6.51 eV
ΔE to the lowest compared entry with this formula, charge and spin = 91.9 kcal per mole

Geometry as XYZ:
```
5
Properties=species:S:1:pos:R:3:mulliken_charge:R:1
N -0.2166 0.3658 1.3935 -0.52
O -0.1067 -0.1138 -2.4638 -0.31
P -0.4176 -1.0266 -1.3904 0.40
H 0.2686 1.1783 1.0952 0.23
H 0.4723 -0.4037 1.3655 0.21
```

[15]
Formula: H2NOS
Source: the OMol25 dataset
Level of theory: wB97M-V/def2-TZVPD

## Properties
Kohn-Sham gap = 4.28 eV
Total charge = -1
ΔE to the lowest compared entry with this formula, charge and spin = 29.6 kcal per mole

Geometry as XYZ:
```
5
Properties=species:S:1:pos:R:3:mulliken_charge:R:1
N -1.5042 0.1048 -0.0775 0.06
O -2.7150 -0.0135 0.2468 -0.28
S 3.2894 -0.2249 -0.0074 -0.95
H -1.2314 0.9820 -0.6716 0.22
H 2.1612 -0.8483 0.5097 -0.05
```

[16]
Formula: H2O
Source: the OMol25 dataset
Level of theory: wB97M-V/def2-TZVPD

## Properties
SMILES string = O
Kohn-Sham gap = 12.73 eV
ΔE to the lowest compared entry with this formula, charge and spin = 0.0 kcal per mole

Geometry as XYZ:
```
3
Properties=species:S:1:pos:R:3:mulliken_charge:R:1
O -0.1991 0.3299 -0.0655 -0.64
H -0.1014 -0.1403 0.7678 0.32
H 0.3005 -0.1896 -0.7023 0.32
```

[17]
Formula: H2O2PS
Source: the OMol25 dataset
Level of theory: wB97M-V/def2-TZVPD

## Properties
SMILES string = [O-]PSO
Kohn-Sham gap = 6.72 eV
Total charge = -1
ΔE to the lowest compared entry with this formula, charge and spin = 11.0 kcal per mole

Geometry as XYZ:
```
6
Properties=species:S:1:pos:R:3:mulliken_charge:R:1
O 0.7904 -0.8062 0.8106 -0.61
O -1.0834 0.8700 0.8229 -0.51
P 0.4509 -0.9438 -0.6216 -0.03
S -1.0647 0.7758 -0.8395 -0.26
H 1.2991 -0.0725 -1.2257 -0.05
H -0.3922 0.1766 1.0533 0.46
```

[18]
Formula: H2O2S2
Source: the OMol25 dataset
Level of theory: wB97M-V/def2-TZVPD

## Properties
SMILES string = O=S.OS
Kohn-Sham gap (spin up / spin down) = 6.57 / 6.56 eV
ΔE to the lowest compared entry with this formula, charge and spin = 52.7 kcal per mole

Geometry as XYZ:
```
6
Properties=species:S:1:pos:R:3:mulliken_charge:R:1
O 0.6094 0.1326 -0.4230 -0.41
O -2.0320 -0.5074 0.2020 -0.33
S 2.0375 -0.0615 0.3221 -0.09
S -3.3793 -0.6853 -0.4427 0.28
H -0.1011 0.0091 0.2639 0.41
H 2.8655 1.1125 0.0776 0.13
```

[19]
Formula: H2O4S2
Source: the OMol25 dataset
Level of theory: wB97M-V/def2-TZVPD

## Properties
Kohn-Sham gap = 8.90 eV
ΔE to the lowest compared entry with this formula, charge and spin = 70.8 kcal per mole

Geometry as XYZ:
```
8
Properties=species:S:1:pos:R:3:mulliken_charge:R:1
O -0.1631 -0.7923 -1.8529 -0.46
O -1.4290 -0.8388 1.4830 -0.30
O -0.5539 0.1755 1.8060 -0.20
O 0.7456 1.5145 -1.5811 -0.41
S 0.8902 -0.0265 0.9251 0.01
S -0.2416 0.4067 -1.0130 0.66
H -0.9233 -1.6139 1.8098 0.35
H 1.6751 1.1747 -1.5770 0.35
```

[20]
Formula: H2OP2
Source: the OMol25 dataset
Level of theory: wB97M-V/def2-TZVPD

## Properties
Spin multiplicity = 3
Kohn-Sham gap (spin up / spin down) = 8.49 / 8.37 eV
⟨S²⟩ = 2.013
ΔE to the lowest compared entry with this formula, charge and spin = 6.4 kcal per mole

Geometry as XYZ:
```
5
Properties=species:S:1:pos:R:3:mulliken_charge:R:1
O 1.9713 -0.7222 0.3554 -0.38
P 1.2299 0.2288 -0.5459 0.24
P -0.7403 0.6277 0.3991 -0.03
H -0.9235 -0.6715 0.4795 0.09
H -1.5374 0.5372 -0.6881 0.08
```